C4H8BHfNO4 | ωB97M-V with the def2-TZVPD basis set

Geometry as XYZ:
```
19
C4H8BHfNO4, DFT ωB97M-V with the def2-TZVPD basis set
O 1.428 -2.349 -1.053
C 1.157 -1.114 -0.576
N 2.062 -0.474 0.490
C 1.274 0.741 1.007
C 0.248 1.167 -0.204
C -0.167 -0.193 -1.018
O -1.265 -1.046 -0.540
B -2.460 -0.272 -0.157
O -3.299 -0.852 0.950
O -2.921 0.999 -0.748
H 3.052 -0.296 0.210
H 1.908 1.712 1.228
H 0.552 0.465 1.890
H 1.004 1.679 -0.973
H -0.526 2.030 -0.046
H -0.051 -0.187 -2.189
H -2.621 -1.412 1.461
H -2.773 1.686 -0.007
Hf 3.401 -2.284 0.274
```

The total energy comes out at -15877.94176 eV. As for the spin multiplicity: 1. As for the frontier orbital gap: 0.08978 hartree. As for the net charge: +4. For the strongest force on any atom, the calculation gives 7.15 eV/A.